1.
{
  "formula": "C6H23NO6",
  "method": "ωB97M-V/def2-TZVPD",
  "species": ["C", "C", "N", "C", "C", "C", "C", "O", "H", "H", "H", "H", "H", "H", "H", "H", "H", "H", "H", "H", "H", "O", "H", "H", "O", "H", "H", "O", "H", "H", "O", "H", "H", "O", "H", "H"],
  "xyz": [[1.7587, 1.7737, 1.7781], [1.8114, 2.0716, 0.2583], [0.9391, 1.1012, -0.5433], [-0.5357, 1.2718, -0.1765], [-1.1175, -0.1105, 0.1313], [-1.9292, -0.7542, -1.0608], [-2.5653, -1.9413, -0.4008], [-2.3566, -3.0831, -0.7050], [1.2826, 0.8106, 2.0548], [1.4111, 2.7054, 2.2148], [2.8037, 1.6644, 2.1609], [1.4619, 3.0651, 0.0012], [2.8733, 1.8725, 0.0298], [1.3449, 0.2123, -0.1607], [-0.4873, 1.8667, 0.7608], [-0.9555, 1.7413, -1.0462], [-1.8530, -0.0778, 0.9231], [-0.3938, -0.8733, 0.4696], [-1.2717, -1.0361, -1.8911], [-2.6307, 0.0660, -1.2481], [-3.2839, -1.7140, 0.4078], [-1.2765, -1.9483, 2.7426], [-0.6012, -2.5079, 3.1958], [-1.9200, -2.6540, 2.6519], [1.2931, -1.7025, 3.8623], [1.3589, -0.9869, 3.1993], [1.3192, -1.2067, 4.7120], [0.3659, 3.9552, -2.1844], [-0.4674, 3.7392, -2.5958], [0.5353, 3.1560, -1.6747], [0.6380, 0.5553, -3.8113], [0.9334, 0.3795, -2.9105], [1.3543, 0.9079, -4.3555], [0.1402, -3.7940, -2.0780], [0.7440, -4.2942, -2.6171], [-0.7237, -4.2310, -2.0947]],
  "mulliken_charge": [-0.69, -0.53, -0.41, -0.45, -0.86, -0.37, -0.18, -0.47, -0.22, 0.32, 0.44, 0.32, 0.33, 0.32, 0.25, 0.32, 0.36, 0.37, 0.24, 0.37, 0.41, -0.57, 0.31, 0.29, -0.70, 0.36, 0.33, -0.67, 0.29, 0.49, -0.64, 0.33, 0.29, -0.59, 0.28, 0.31],
  "orbital_gap_ha": 0.36384,
  "homo_energy_ha": -0.347,
  "e_above_lowest_kcal_mol": 64.18,
  "lumo_energy_ha": 0.017
}

2.
{
  "formula": "C8H15N2O4",
  "method": "ωB97M-V/def2-TZVPD",
  "species": ["C", "C", "O", "N", "C", "O", "C", "C", "C", "C", "O", "C", "N", "O", "H", "H", "H", "H", "H", "H", "H", "H", "H", "H", "H", "H", "H", "H", "H"],
  "xyz": [[3.2528, 0.7420, 0.9937], [2.4564, 0.5042, -0.2184], [3.2250, -0.0869, -1.3037], [1.2307, 0.8387, -0.3393], [0.4335, 0.5856, -1.3688], [0.8424, -0.1068, -2.3710], [-0.7617, 1.3879, -1.4659], [-1.9737, 0.9576, -0.5807], [-1.6579, 0.7829, 0.8795], [-1.8338, -0.7424, 1.2585], [-1.8572, -0.9512, 2.6384], [-0.8915, -1.7075, 0.6544], [-1.1772, -1.7828, -0.7086], [0.0158, -2.4076, -1.2563], [3.6654, 1.6927, 0.8963], [2.7657, 0.8721, 1.9259], [3.9385, -0.0232, 1.0343], [2.5092, -0.2533, -1.9778], [-1.1081, 1.2827, -2.5675], [-0.4695, 2.3435, -0.9699], [-2.4774, -0.0242, -0.9149], [-2.8084, 1.6460, -0.8265], [-0.6285, 1.0711, 1.1051], [-2.3878, 1.1906, 1.6053], [-2.8082, -1.0848, 0.9047], [-0.9554, -0.8597, 2.9270], [0.2463, -1.5103, 0.8356], [-1.0118, -2.6669, 1.1637], [0.2260, -1.6898, -1.9533]],
  "mulliken_charge": [-1.53, 0.57, -0.62, -0.31, 0.66, -1.00, -0.61, -0.89, -0.36, -0.47, -0.60, -0.18, -0.55, -0.51, 0.36, 0.31, 0.43, 0.44, 0.29, 0.35, 0.42, 0.41, 0.25, 0.31, 0.42, 0.39, 0.17, 0.45, 0.40],
  "charge": -1,
  "orbital_gap_ha": [0.27472, 0.17409],
  "homo_energy_ha": [-0.148, -0.047],
  "e_above_lowest_kcal_mol": 101.16,
  "lumo_energy_ha": [0.126, 0.127]
}

3.
{
  "formula": "C41H52Cl2F13NO13",
  "method": "ωB97M-V/def2-TZVPD",
  "species": ["C", "C", "O", "C", "C", "O", "C", "C", "O", "C", "C", "N", "C", "C", "C", "O", "C", "C", "C", "O", "C", "C", "C", "C", "F", "F", "C", "F", "F", "C", "O", "C", "C", "C", "C", "Cl", "C", "C", "Cl", "C", "C", "C", "O", "H", "H", "H", "H", "H", "H", "H", "H", "H", "H", "H", "H", "H", "H", "H", "H", "H", "H", "H", "H", "H", "H", "H", "H", "H", "H", "H", "H", "H", "H", "H", "H", "H", "H", "H", "H", "H", "C", "C", "O", "C", "O", "C", "F", "F", "F", "H", "H", "H", "H", "H", "C", "C", "O", "C", "O", "C", "F", "F", "F", "H", "H", "H", "H", "H", "C", "C", "O", "C", "O", "C", "F", "F", "F", "H", "H", "H", "H", "H"],
  "xyz": [[5.0254, -5.1570, 0.4077], [4.4402, -4.8368, 1.7638], [3.0427, -5.0289, 1.7063], [2.3934, -4.5692, 2.8751], [0.9304, -4.9681, 2.7587], [0.0121, -3.9510, 3.1642], [0.0805, -2.7882, 2.4533], [-0.4032, -2.8194, 1.1246], [-0.9062, -3.9856, 0.6289], [-2.3015, -4.2069, 0.9804], [-2.8843, -5.0641, -0.1304], [-3.9815, -4.3692, -0.8179], [-4.1009, -4.6423, -2.2485], [-3.4285, -3.6072, -3.1482], [-4.0724, -3.5694, -4.5261], [-2.0298, -3.8273, -3.3215], [-0.3896, -1.6879, 0.3028], [-0.8420, -1.8489, -1.1258], [0.2772, -2.4104, -1.9889], [0.8990, -3.3824, -1.7067], [0.0999, -0.4968, 0.8646], [0.5494, -0.4388, 2.1931], [0.5401, -1.5805, 3.0276], [1.0106, -1.5063, 4.4837], [0.1027, -0.8013, 5.2120], [1.0800, -2.7153, 5.0633], [2.3982, -0.8309, 4.6990], [3.1366, -0.9263, 3.5605], [3.0705, -1.4799, 5.6734], [1.0767, 0.8960, 2.6065], [0.9430, 1.3635, 3.7085], [1.8387, 1.6475, 1.5644], [3.0475, 2.3560, 2.0926], [2.7910, 3.6316, 2.9345], [1.4878, 4.3414, 2.6857], [1.4798, 5.1164, 1.0780], [1.4176, 1.5796, 0.3010], [2.1147, 2.1925, -0.8744], [1.0190, 3.2467, -1.8338], [2.5962, 1.0757, -1.8190], [3.3199, -0.0734, -1.0959], [0.2079, 0.7395, 0.0346], [-0.6059, 1.0220, -0.8024], [4.8235, -4.3660, -0.3105], [4.5951, -6.0731, 0.0141], [6.1034, -5.2746, 0.4759], [4.8783, -5.5116, 2.5045], [4.6601, -3.7958, 2.0158], [2.8636, -5.0158, 3.7546], [2.5268, -3.4878, 2.9595], [0.7501, -5.3133, 1.7439], [0.7346, -5.8042, 3.4220], [-2.3152, -4.7112, 1.9420], [-2.7994, -3.2406, 1.0276], [-3.2958, -5.9739, 0.3055], [-2.0747, -5.3444, -0.8027], [-3.9267, -3.3710, -0.6749], [-5.1542, -4.6731, -2.5263], [-3.6862, -5.6284, -2.4555], [-3.5687, -2.6186, -2.6986], [-4.2555, -4.5693, -4.9111], [-3.3650, -3.0929, -5.2010], [-4.9739, -2.9635, -4.5294], [-1.7329, -4.5512, -2.7647], [-1.2225, -0.9400, -1.5630], [-1.6314, -2.5963, -1.1535], [0.5093, -1.8578, -2.9136], [2.2990, 0.2046, 5.0023], [3.5353, 1.6480, 2.7625], [3.7704, 2.5649, 1.3107], [2.7672, 3.3261, 3.9797], [3.6180, 4.3294, 2.8566], [1.3985, 5.1513, 3.4025], [0.6244, 3.7027, 2.8222], [2.9449, 2.8223, -0.5854], [3.2038, 1.4927, -2.6133], [1.6929, 0.6735, -2.2723], [4.1736, -0.3968, -1.6869], [3.7150, 0.2200, -0.1269], [2.6865, -0.9483, -0.9865], [0.4336, 3.8690, 8.4134], [0.8633, 5.2368, 8.8967], [2.3013, 5.3587, 8.9242], [2.8857, 5.6017, 7.7633], [2.3535, 5.7395, 6.7018], [4.4077, 5.7253, 7.9678], [4.8755, 4.7299, 8.7271], [4.6908, 6.8859, 8.5723], [5.0361, 5.6947, 6.7971], [0.8894, 3.0889, 9.0235], [-0.6497, 3.7747, 8.4757], [0.7332, 3.7034, 7.3792], [0.5480, 5.3996, 9.9245], [0.4427, 6.0335, 8.2846], [-2.3623, 3.6133, -2.7904], [-1.8316, 3.8593, -4.1817], [-2.8944, 4.1580, -5.1157], [-3.3510, 5.3988, -5.1148], [-2.9857, 6.3086, -4.4327], [-4.4457, 5.5386, -6.1898], [-5.3189, 4.5241, -6.1304], [-3.8878, 5.5315, -7.4109], [-5.1110, 6.6761, -6.0393], [-3.1182, 2.8269, -2.8107], [-1.5451, 3.2942, -2.1462], [-2.8203, 4.5071, -2.3672], [-1.3695, 2.9535, -4.5699], [-1.0885, 4.6557, -4.2063], [-2.9923, 1.9663, -7.5862], [-3.8818, 0.7476, -7.5022], [-3.1106, -0.4736, -7.5157], [-2.5526, -0.8147, -6.3660], [-2.6231, -0.2297, -5.3249], [-1.7982, -2.1475, -6.5335], [-1.0418, -2.1408, -7.6352], [-2.6769, -3.1547, -6.6321], [-1.0161, -2.3725, -5.4837], [-2.3531, 1.9187, -8.4688], [-3.5985, 2.8678, -7.6390], [-2.3483, 2.0391, -6.7121], [-4.5350, 0.6836, -8.3694], [-4.5083, 0.7686, -6.6113]],
  "mulliken_charge": [-1.24, -0.13, -0.33, 0.20, -0.68, -0.55, 0.22, 0.05, -0.36, -0.81, -0.24, -0.31, -1.51, 1.15, -1.61, -0.58, 0.22, 0.68, -0.28, -0.54, 0.78, 0.91, 0.09, 0.82, -0.31, -0.31, -0.02, -0.23, -0.35, -0.54, -0.69, 1.40, -1.45, -0.83, -0.42, -0.20, 0.35, -0.12, -0.20, -0.80, -0.90, -0.40, -0.73, 0.25, 0.31, 0.40, 0.30, 0.21, 0.36, -0.21, 0.26, 0.43, 0.44, 0.45, 0.38, 0.15, 0.29, 0.36, 0.52, 0.13, 0.33, 0.23, 0.43, 0.28, 0.93, -1.48, 0.45, 0.40, 0.23, 0.54, 0.25, 0.49, 0.44, 0.21, 0.40, 0.63, 0.22, 0.41, 0.15, 0.13, -0.94, -0.23, -0.34, 0.38, -0.52, 0.90, -0.25, -0.26, -0.23, 0.31, 0.38, 0.17, 0.31, 0.32, -0.64, -0.28, -0.08, 0.24, -0.53, 0.85, -0.24, -0.25, -0.25, 0.28, -0.08, 0.34, 0.29, 0.37, -0.61, -0.34, -0.31, 0.53, -0.48, 0.74, -0.29, -0.29, -0.15, 0.34, 0.23, 0.02, 0.37, 0.29],
  "orbital_gap_ha": 0.29117,
  "homo_energy_ha": -0.332,
  "e_above_lowest_kcal_mol": 0.00,
  "lumo_energy_ha": -0.041
}

4.
{
  "formula": "C3H9F3NSi",
  "method": "ωB97M-V/def2-TZVPD",
  "species": ["C", "N", "C", "C", "Si", "F", "F", "F", "H", "H", "H", "H", "H", "H", "H", "H", "H"],
  "xyz": [[0.1091, 1.8133, -0.7972], [-0.4569, 0.5315, -0.2765], [-0.5041, -0.4245, -1.4438], [0.6789, 0.0644, 0.5563], [0.0139, -1.6917, 1.8789], [-1.5051, -1.3680, 1.6506], [0.3066, -1.4812, 3.3900], [0.5180, -3.1294, 1.5097], [1.2201, 1.8000, -0.9689], [-0.3459, 1.9459, -1.7735], [0.0003, 2.6303, -0.0955], [-1.4009, 0.6479, 0.1856], [-1.0520, -0.0746, -2.2512], [0.5772, -0.5589, -1.7359], [-0.7758, -1.4163, -0.9964], [1.0834, 0.6989, 1.3635], [1.5334, 0.0123, -0.1955]],
  "mulliken_charge": [-0.73, -0.11, -0.70, -0.94, 0.83, -0.23, -0.17, -0.19, 0.32, 0.33, 0.37, 0.36, 0.38, 0.34, 0.27, 0.44, 0.43],
  "charge": 1,
  "orbital_gap_ha": 0.44606,
  "homo_energy_ha": -0.569,
  "lumo_energy_ha": -0.123
}